The following is a quantum chemistry calculation of a molecular structure, H30O15 at a distorted geometry, from the OMol25 dataset.

```
45
Properties=species:S:1:pos:R:3:forces:R:3
O -1.416 -1.193 -3.864 -2.350 2.114 -1.515
H -1.908 -0.404 -4.290 1.262 -1.951 0.588
H -1.477 -0.942 -2.931 0.846 -0.083 -0.604
O -0.173 3.637 -0.225 -0.714 1.903 0.497
H 0.115 4.568 -0.251 -0.802 -0.256 0.099
H 0.705 3.264 -0.251 1.337 -1.359 0.018
O -2.123 -1.264 -1.309 -0.251 -7.043 -12.940
H -2.954 -1.670 -1.869 3.248 0.449 0.978
H -2.564 -0.594 -1.150 -5.927 11.519 3.604
O -1.676 -2.081 0.393 0.446 -3.626 13.370
H -2.215 -2.655 1.003 0.678 1.106 -0.881
H -1.987 -1.947 -0.436 -1.880 -1.207 -2.306
O 2.064 1.966 -0.163 5.581 3.306 -11.878
H 1.448 1.814 -0.954 2.339 0.991 1.020
H 1.678 1.556 0.585 0.718 -2.039 -3.479
O 0.129 0.659 0.004 -3.550 -5.519 1.795
H 0.017 -0.179 -0.565 0.491 1.190 0.807
H 0.270 0.275 0.830 0.715 -1.279 2.279
O -2.602 0.568 1.451 -4.553 -2.379 -1.321
H -3.169 1.316 1.301 -0.292 0.391 -0.555
H -1.856 0.581 0.866 0.154 0.307 -0.675
O 2.773 -0.455 3.042 0.053 -2.895 -0.640
H 2.558 -1.006 2.235 0.004 1.451 0.471
H 2.959 -1.267 3.581 0.007 1.464 0.192
O -0.918 1.287 2.302 4.579 -1.209 4.705
H -1.328 1.290 3.175 0.112 -0.042 -0.149
H -1.186 2.043 1.896 -1.065 3.659 -1.827
O 1.578 1.794 1.568 -5.477 0.273 15.988
H 2.091 1.302 2.194 0.690 -0.566 1.208
H 0.611 1.536 1.776 2.152 1.320 0.992
O 0.472 1.650 -1.704 -2.773 3.534 -6.603
H -0.036 1.195 -1.012 -0.444 2.265 -2.389
H 0.950 1.018 -2.174 0.793 -1.700 -1.677
O 2.671 -0.685 -1.404 -1.148 0.108 1.343
H 3.401 -0.184 -0.988 -1.162 0.033 0.017
H 1.754 -0.541 -0.920 3.766 -0.110 -1.306
O 0.235 -3.038 -0.272 3.761 -4.396 -4.178
H 0.001 -3.971 -0.655 0.663 2.720 1.289
H -0.420 -2.776 0.317 -1.919 0.151 1.641
O 0.375 -1.024 1.764 -1.344 -0.687 -0.173
H -0.504 -1.120 1.283 1.085 -0.748 0.912
H 0.146 -0.331 2.384 0.234 -0.062 0.874
O 0.412 -0.968 -2.173 -1.854 -2.457 1.564
H 1.134 -1.258 -2.779 -0.768 -0.188 1.116
H -0.037 -1.764 -1.611 2.560 1.546 -2.267
```
Positions in Å, forces in eV/Å.

Molar mass = 270.225 g mol⁻¹
HOMO level = -7.1 eV
Orbital gap = 6.408 eV
LUMO energy = -0.7211 eV
E_tot = -31183.548 eV
Relative energy (zero: lowest compared OMol25 entry of this formula, charge and spin) = 1748.1 kJ/mol

Atom charges from the natural (NBO) analysis, given in e for atoms 1 to 8:
1. O -0.958
2. H 0.461
3. H 0.476
4. O -0.993
5. H 0.461
6. H 0.499
7. O -0.813
8. H 0.510